Formula: C23H30ClN3O3S
Source: the OMol25 dataset
Level of theory: wB97M-V/def2-TZVPD

## Properties
- 2S+1: 1
- ΔE to the lowest compared entry with this formula, charge and spin: 529.0 kcal/mol
- F_max: 19.43 eV/Å
- Kohn-Sham gap: 7.4896 eV

XYZ file:
```
61
Properties=species:S:1:pos:R:3:forces:R:3
O 2.295442 -0.364331 -2.355189 0.51 -1.82 -7.80
S 2.336322 -0.138270 -1.032182 -4.21 4.10 7.03
O 1.391292 0.921590 -0.566476 1.70 -2.45 -0.10
N 2.122062 -1.657507 -0.301888 1.08 1.37 -2.16
C 1.764494 -1.722541 0.979726 -2.14 10.38 5.95
C 0.192434 -1.400820 1.423824 3.48 -1.85 -11.75
H -0.101526 -0.458079 1.148696 -0.01 2.77 -1.53
H 0.017369 -1.329246 2.320680 -1.42 -0.94 9.75
C -0.681791 -2.322154 0.552373 0.17 -2.08 5.03
C -0.167033 -2.456698 -0.838273 -4.88 3.18 -0.75
C 1.238688 -2.424915 -0.971035 3.11 -8.86 -6.76
H 1.475324 -2.444705 -2.141798 -0.35 0.14 2.56
H 1.627793 -3.792064 -0.734424 -0.72 3.53 -0.36
H -0.452662 -1.371467 -1.251953 -0.09 -2.01 0.46
H -0.758054 -3.233395 -1.453834 1.36 1.12 0.95
O -0.627575 -3.652097 1.392877 4.24 -1.04 -2.08
H 0.387749 -4.096545 1.267783 -4.28 1.91 0.39
C -2.151272 -1.980490 0.822490 2.48 1.17 -5.78
N -2.228397 -0.547767 0.022798 -2.12 -2.08 5.04
C -3.264150 -0.642042 -0.930762 8.74 1.53 -7.90
C -3.126199 0.619104 -1.921581 -0.68 0.78 6.93
N -3.413516 1.908210 -0.883483 4.68 -2.92 -3.62
C -2.532409 1.866516 0.239995 4.60 -13.94 -12.17
C -2.766367 0.490406 1.135936 0.23 0.04 -15.35
H -2.044458 0.619210 1.588111 11.68 1.28 9.97
H -3.660255 0.360088 1.307582 -8.64 -1.37 2.73
H -2.774359 2.420048 0.812094 -5.11 13.82 12.67
H -1.432505 1.988796 -0.130174 -1.88 -0.53 1.02
C -4.724521 2.302551 -0.849926 1.57 4.26 2.94
C -5.636421 1.492407 -0.125681 -2.27 -1.19 -2.14
C -5.854922 1.850486 1.113246 -2.36 -1.99 4.04
C -6.806934 0.950755 1.747297 4.64 8.06 7.68
C -7.479122 0.034638 1.250659 -6.52 -8.84 -1.79
C -7.359883 -0.337287 -0.150359 2.20 3.37 -0.22
C -6.460463 0.489777 -0.831692 0.74 0.77 3.04
H -6.261843 0.598810 -1.860387 -0.30 -0.88 -1.37
H -7.888965 -0.959815 -0.810843 -1.14 -1.19 0.20
H -8.220509 -0.583387 2.049866 1.99 1.55 -2.69
H -6.930869 1.192622 2.948014 0.10 -0.74 -3.10
H -5.414914 2.636375 1.766239 -0.11 -0.55 -1.14
H -4.908942 2.390223 -1.832689 -1.74 0.92 -3.55
H -4.704477 3.405115 -0.268785 -0.29 -2.31 -1.82
H -3.852989 0.590170 -2.658136 -1.13 0.27 -1.63
H -2.096204 0.530651 -2.170146 0.73 0.84 -0.72
H -3.067623 -1.462077 -1.769680 0.41 0.78 1.71
H -4.126217 -0.887798 -0.738671 -9.22 -1.84 3.17
H -2.627734 -2.829813 0.324047 -0.98 0.57 -0.01
H -2.254862 -2.036648 1.839689 -0.81 0.61 2.49
H 2.346925 -0.627733 1.446956 -1.40 -3.26 -0.52
H 1.948594 -2.407376 1.656691 2.28 -4.36 2.17
C 3.836107 0.399311 -0.493694 0.59 1.80 2.76
C 3.982797 1.477455 0.347116 6.75 -0.68 -0.44
C 5.407126 1.841690 0.754939 -6.48 1.78 4.31
C 6.380242 0.944540 0.548169 2.42 1.36 -0.57
C 6.281994 -0.126326 -0.287723 -10.03 5.24 3.60
C 4.942648 -0.299237 -0.641889 2.84 -7.21 -6.36
H 4.720003 -1.287590 -1.588951 1.00 2.81 3.14
H 6.949613 -0.618789 -0.655872 7.62 -5.70 -3.73
Cl 7.914493 1.546855 1.034787 1.18 -0.36 0.47
H 5.503249 2.610520 1.805100 -0.19 -2.07 -3.89
H 3.146347 1.924863 0.594976 -3.65 2.97 1.60
```
Positions in Å, forces in eV/Å.

=====

Formula: C33H41CuN5O2PS
Source: the OMol25 dataset
Level of theory: wB97M-V/def2-TZVPD

## Properties
- 2S+1: 2
- ΔE to the lowest compared entry with this formula, charge and spin: 31.7 kcal/mol
- Charge: +1
- F_max: 2.13 eV/Å
- Kohn-Sham gap (spin up / spin down): 6.4677 / 5.5841 eV

XYZ file:
```
84
Properties=species:S:1:pos:R:3:forces:R:3
Cu 0.292451 0.002616 0.230271 -0.13 0.51 -0.18
C -2.147849 0.570828 3.999031 0.14 -0.19 0.01
C -1.966671 -0.793625 3.341211 0.16 0.06 -0.40
C -3.188176 -1.160277 2.503116 0.14 -0.13 0.09
P -0.452359 -0.850000 2.243643 0.21 -0.40 0.82
C 0.964761 -0.737091 3.455880 -0.24 -0.05 -0.18
C 1.419409 0.715684 3.580633 -0.19 -0.11 0.13
C 2.130183 -1.596072 2.986183 -0.14 -0.07 0.11
C -0.422123 -2.575160 1.700104 -0.01 0.21 0.00
C -0.744516 -3.627025 2.547395 0.06 -0.03 -0.26
C -0.716680 -4.944100 2.119062 0.07 0.06 0.03
C -1.072877 -6.067572 3.035496 -0.02 -0.08 -0.01
C -0.345272 -5.189593 0.793211 0.11 0.06 -0.03
C -0.010316 -4.170546 -0.060909 0.02 -0.01 -0.15
C -0.039109 -2.819552 0.356529 -0.35 -0.93 0.53
N 0.151266 -1.805818 -0.512685 -0.31 0.65 0.19
C 0.709514 -2.034830 -1.762993 0.34 -0.31 -0.96
C 2.005451 -2.566407 -1.936468 -0.23 0.16 0.20
C 2.868163 -2.927259 -0.765664 -0.02 -0.05 0.05
C 2.496986 -2.724151 -3.219202 -0.17 0.09 -0.16
C 1.745141 -2.399465 -4.343812 -0.11 0.02 0.23
C 2.319634 -2.554841 -5.712735 0.07 0.07 -0.08
C 0.464038 -1.890158 -4.157865 0.19 -0.09 -0.01
C -0.057288 -1.688500 -2.895932 0.01 -0.10 0.39
C -1.460463 -1.196839 -2.706388 0.09 -0.03 -0.06
H -3.078112 0.576561 4.564470 -0.06 0.05 0.05
H -2.199452 1.360170 3.249898 -0.01 0.09 0.01
H -1.335515 0.791668 4.687390 0.04 0.10 0.07
H -1.821616 -1.547454 4.124643 0.02 0.08 -0.11
H -3.374095 -0.400626 1.745654 -0.07 0.10 -0.09
H -4.067188 -1.230217 3.140956 -0.11 0.01 0.00
H -3.048363 -2.115458 1.999007 -0.10 -0.02 -0.03
H 0.585715 -1.104500 4.416003 0.06 0.03 0.00
H 2.002601 0.990069 2.702714 0.04 0.07 -0.09
H 2.047785 0.832844 4.459128 0.15 0.06 0.09
H 0.582321 1.405420 3.671388 -0.03 0.13 0.01
H 2.414844 -1.299397 1.976545 0.12 -0.01 -0.09
H 1.877230 -2.653856 2.980495 0.08 -0.05 -0.03
H 2.988638 -1.445853 3.636200 0.13 0.02 0.06
H -1.011244 -3.424734 3.574199 -0.05 0.03 0.13
H -1.215880 -5.716261 4.052477 -0.04 0.01 0.11
H -0.295528 -6.827667 3.041970 0.08 -0.09 0.01
H -1.992042 -6.548206 2.703982 -0.09 -0.07 0.02
H -0.307758 -6.207736 0.435383 -0.06 -0.13 -0.06
H 0.233558 -4.381997 -1.092416 0.04 -0.07 -0.04
H 2.712320 -2.247497 0.069307 0.05 0.03 0.04
H 3.917500 -2.901029 -1.047509 0.06 0.01 0.02
H 2.634900 -3.931174 -0.410809 0.06 -0.06 0.06
H 3.497148 -3.111614 -3.348239 0.14 -0.04 -0.01
H 3.004845 -3.397296 -5.755556 0.04 -0.07 -0.06
H 2.881522 -1.657785 -5.974922 0.05 0.03 -0.09
H 1.539610 -2.690384 -6.457281 -0.03 -0.03 -0.07
H -0.138567 -1.649565 -5.021905 -0.08 0.05 -0.10
H -1.848504 -0.759016 -3.623614 -0.01 0.05 -0.04
H -1.491490 -0.467845 -1.895476 -0.13 0.10 0.01
H -2.114082 -2.024852 -2.425636 -0.07 0.05 0.07
S 1.369356 1.426913 -2.713321 -0.44 0.29 -1.20
C 0.680858 2.880955 -2.260618 -0.55 -0.79 -0.54
N -0.693102 3.022521 -2.402132 0.49 0.31 0.05
C -1.307948 4.190194 -2.151676 -0.02 0.30 0.12
C -0.576383 5.262406 -1.731519 0.30 -0.15 -0.05
C 0.812237 5.046658 -1.551731 -0.79 0.14 -0.18
N 1.393048 3.907111 -1.790575 0.63 0.17 0.10
H -1.205997 2.216203 -2.740125 0.11 0.05 0.04
H -2.378539 4.225168 -2.282128 -0.08 -0.04 -0.07
H -1.038331 6.212007 -1.530825 -0.08 0.11 0.02
H 1.456639 5.836892 -1.195889 0.03 0.21 0.09
O 3.104318 0.529119 -0.599130 -0.24 0.17 -0.25
C 1.967985 0.641827 -0.712181 1.18 -0.79 1.60
N -0.908630 6.835972 2.179935 0.24 0.34 0.09
C -1.776834 5.833995 1.932928 0.03 0.05 -0.02
O -2.977080 5.989089 1.969115 -0.18 -0.08 -0.03
C -1.191612 4.502474 1.538973 0.01 -0.55 -0.02
C -2.102305 3.497725 1.206500 0.12 0.17 0.02
C -1.630101 2.281403 0.756763 -0.17 0.33 0.06
N -0.332056 2.015126 0.631179 -0.05 0.04 -0.08
C 0.539778 2.945519 1.002940 0.00 0.02 0.11
C 0.163961 4.197772 1.458800 -0.44 0.05 0.15
H -1.295137 7.723031 2.464939 0.01 -0.09 0.00
H 0.085035 6.716262 2.249656 -0.05 -0.07 0.00
H -3.159847 3.693360 1.298061 -0.07 0.04 -0.02
H -2.305173 1.482721 0.484819 -0.13 -0.07 -0.03
H 1.584412 2.681001 0.937109 0.13 0.00 -0.10
H 0.934114 4.897084 1.743658 0.11 0.07 -0.02
```
Positions in Å, forces in eV/Å.

=====

Formula: C5H7BrCl2NO2
Source: the OMol25 dataset
Level of theory: wB97M-V/def2-TZVPD

## Properties
- 2S+1: 1
- ΔE to the lowest compared entry with this formula, charge and spin: 8.5 kcal/mol
- Charge: -1
- F_max: 3.85 eV/Å
- SMILES: CCN(CC(Cl)(Cl)Br)C(=O)[O-]
- Kohn-Sham gap: 7.3328 eV

XYZ file:
```
18
Properties=species:S:1:pos:R:3:forces:R:3
C 0.396825 1.818153 0.537983 -0.26 -0.13 0.45
C 1.939256 -0.992852 -0.813929 -1.54 1.00 0.00
C 1.190642 -0.496387 0.529247 2.20 -3.09 -0.66
C -0.946049 0.031494 -0.580432 -1.90 1.75 1.68
C -2.405123 -0.086634 0.376757 1.96 -1.16 -2.22
N 0.086462 0.387402 0.344169 -0.03 -1.14 -1.16
O -0.572090 2.612074 0.463293 1.32 -0.59 -0.38
O 1.594155 1.937696 0.822219 0.22 1.73 0.11
Cl -1.886045 -0.861017 1.842007 -0.52 -0.02 0.90
Cl -3.095866 1.481899 0.538172 -0.83 -0.38 0.31
Br -3.682266 -1.436253 -0.521880 0.39 0.83 0.20
H 2.938395 -1.491876 -0.650561 -1.32 0.27 -0.06
H 1.209494 -1.554906 -1.496542 1.37 0.40 0.88
H 2.106984 0.001825 -1.263402 0.32 -0.55 -0.40
H 1.118356 -1.415130 1.172882 -1.29 0.55 -0.42
H 2.015722 -0.032921 1.027069 -0.14 0.95 0.33
H -1.164792 0.979688 -1.125589 -0.02 -1.01 -0.22
H -0.844060 -0.882255 -1.201456 0.07 0.61 0.66
```
Positions in Å, forces in eV/Å.

=====

Formula: C10H17B2Br3NO6S
Source: the OMol25 dataset
Level of theory: wB97M-V/def2-TZVPD

## Properties
- 2S+1: 1
- Charge: +1
- F_max: 5.93 eV/Å
- Kohn-Sham gap: 7.0669 eV

XYZ file:
```
40
Properties=species:S:1:pos:R:3:forces:R:3
O 3.033524 -0.689245 -1.172453 -2.15 0.13 0.99
C 1.581403 -0.524818 -1.507559 0.62 -0.56 -0.82
C 0.573072 -1.193388 -0.401042 -0.90 -0.35 -0.08
C -0.606502 -0.199298 0.155977 -2.73 2.98 1.83
C -0.286301 1.096766 1.143255 -2.03 -0.23 -0.36
C 1.251351 1.532818 1.619093 -1.71 -0.88 0.05
B 1.804839 2.810555 0.715403 1.90 2.01 -1.95
O 1.041037 4.070392 0.476527 2.39 -1.52 1.78
O 3.153890 2.746628 0.062394 -3.81 0.98 0.34
C -1.500002 2.064364 1.737938 -2.18 -3.95 -3.35
Br -1.238914 3.647634 2.932227 -0.25 -2.31 -1.57
C -3.029653 1.673840 1.296000 4.16 -0.48 -0.71
B -4.279902 2.565959 1.885594 -3.16 1.02 1.77
O -5.362080 1.822849 2.622902 4.11 0.73 -0.65
O -4.450288 4.027883 1.772437 0.79 -3.38 1.68
N -3.326076 0.497700 0.346399 5.44 1.62 1.72
O -4.653964 0.338339 0.047948 0.19 0.80 -1.51
C -2.224149 -0.408936 -0.213951 -0.24 1.58 1.12
S -2.827963 -1.812943 -1.354540 0.53 1.57 1.16
H 3.144057 -0.946370 -0.210078 -0.35 0.44 -1.68
H 1.387808 0.605838 -1.740775 0.18 -2.11 0.68
H 1.440432 -1.139567 -2.521117 0.23 1.49 2.18
H 0.036139 -2.116935 -0.932498 1.10 2.04 1.38
H 1.205468 -1.652532 0.493617 -1.58 1.21 -1.81
H 1.933621 0.585499 1.531027 -1.24 1.94 0.24
H 1.123084 1.881903 2.753546 0.39 -0.85 -2.44
H 1.583521 4.857866 0.822600 -1.11 -1.70 -1.02
H 3.163163 3.428130 -0.691194 0.06 -1.30 1.78
H -4.941018 1.054082 3.125771 -1.02 1.25 -1.17
H -4.728422 4.409813 2.668282 0.13 -0.92 -1.90
H -4.897872 1.030876 -0.663143 0.65 -1.36 1.33
H -4.206663 -1.649062 -1.583949 1.40 0.52 0.79
Br 3.034130 -3.537355 0.200111 0.26 -0.49 0.16
C 3.670622 -3.818361 -1.622338 0.03 0.31 -0.25
C 2.669599 -4.605946 -2.435454 0.10 -0.31 -0.12
Br 2.730288 -6.502448 -1.983809 -0.12 0.16 0.01
H 4.647724 -4.303125 -1.548216 -0.32 0.01 0.01
H 3.798509 -2.814049 -2.036142 -0.08 -0.13 0.12
H 2.915367 -4.559084 -3.499943 0.02 0.07 0.21
H 1.637120 -4.276275 -2.290851 0.28 -0.02 0.03
```
Positions in Å, forces in eV/Å.